Entry 1:
38
Properties=species:S:1:pos:R:3 method="wB97M-V/def2-TZVPD" homo_ev=-4.65 total_charge=-1 orbital_gap_ev=7.2 lumo_ev=2.5756
O -0.7895 -3.2041 -1.5959
P -0.5295 -1.5017 -1.4537
O -1.5087 -0.6612 -2.6075
B 1.3631 -1.2270 -1.8514
F 2.0406 -2.4826 -2.1488
I 1.5017 0.0194 -3.6842
C 2.0135 -0.5329 -0.5258
C 2.5985 0.8782 -0.4358
C 3.1507 1.3788 0.8706
N 3.2310 0.7775 2.1455
C 2.6495 -0.5042 2.0230
C 2.0723 -1.2273 0.8391
H -1.5876 -3.3736 -2.1380
H -1.5376 0.2654 -2.2879
H 2.6030 1.5454 -1.3535
H 3.5596 2.4525 0.8486
H 2.6208 -1.0871 3.0127
H 1.6790 -2.2858 0.9518
N -1.7434 -2.8543 1.3402
C -2.2061 -1.9057 2.2082
C -2.3122 -2.4821 3.4517
C -1.8912 -3.8290 3.3279
C -1.5435 -4.0281 2.0130
H -1.5738 -2.7100 0.3516
H -2.4210 -0.9044 1.8681
H -2.6533 -1.9885 4.3498
H -1.8465 -4.5701 4.1125
H -1.1730 -4.9025 1.5001
N -0.3774 3.3083 -2.3164
C -0.1954 4.6561 -2.4673
C -0.5455 5.2662 -1.2873
C -0.9481 4.2471 -0.3893
C -0.8310 3.0494 -1.0513
H -0.2030 2.6127 -3.0268
H 0.1650 5.0641 -3.3990
H -0.5138 6.3279 -1.0919
H -1.2852 4.3751 0.6285
H -1.0319 2.0377 -0.7313

Entry 2:
34
Properties=species:S:1:pos:R:3 method="wB97M-V/def2-TZVPD" homo_ev="-5.30 / -9.31" s_squared=8.782 spin_multiplicity=6 total_charge=0 orbital_gap_ev="4.0 / 4.6" lumo_ev="-1.3094 / -4.6697"
Ir -0.1716 -1.0690 0.2391
Cl 0.9959 -2.9013 0.9490
Cl -2.0361 -2.3553 0.8175
C -0.7688 -1.1727 -1.6088
H -0.2785 -0.7575 -2.5021
H -1.6877 -1.7676 -1.8064
C 1.4412 0.2187 0.7138
C 1.1525 0.2762 -0.7440
H 1.0333 1.0253 1.3314
C 2.1765 -0.2438 -1.7186
H 0.5509 1.1250 -1.0737
C 3.0417 -1.3588 -1.1324
H 1.6749 -0.5835 -2.6272
H 2.8273 0.5956 -2.0078
C 3.7189 -0.9141 0.1640
H 2.4213 -2.2381 -0.9187
H 3.8050 -1.6616 -1.8592
C 2.7681 -0.3356 1.2249
H 4.2706 -1.7571 0.5952
H 4.4676 -0.1464 -0.0805
H 2.5599 -1.1030 1.9815
H 3.2887 0.4783 1.7494
N -5.6895 1.6352 -1.7208
C -4.8029 1.5490 -0.9557
C -3.7159 1.4329 -0.0140
C -3.7840 2.0347 1.2461
C -2.7303 1.8536 2.1282
C -1.6527 1.0446 1.7460
N -1.6212 0.4501 0.5414
C -2.5895 0.6875 -0.3629
H -4.6622 2.6236 1.5135
H -2.7137 2.2929 3.1183
H -0.8186 0.8328 2.4137
H -2.4708 0.2094 -1.3400

Entry 3:
34
Properties=species:S:1:pos:R:3 method="wB97M-V/def2-TZVPD" homo_ev="-15.98 / -15.98" s_squared=0.763 spin_multiplicity=2 total_charge=+2 orbital_gap_ev="6.7 / 4.7" lumo_ev="-9.2618 / -11.2928"
C 0.2816 2.7957 1.0947
C 2.9350 0.5550 0.5866
H -0.2261 3.5049 0.4339
H 1.3221 3.1588 1.2155
H -0.1717 2.7808 2.0984
H 3.4780 0.3275 -0.3356
H 3.2053 1.5983 0.8671
H 3.2427 -0.0778 1.4349
C -2.1109 1.6324 0.2713
C -3.3797 1.4871 -0.2979
C -3.6504 0.3734 -1.0903
C -2.6237 -0.5303 -1.3156
H -1.9436 2.4479 0.9810
H -4.1222 2.2588 -0.1035
H -4.6273 0.1991 -1.5337
H -2.7632 -1.4264 -1.9075
N -1.0883 0.8133 -0.0351
C -1.3491 -0.2987 -0.7712
C -0.2587 -1.2618 -0.9106
N 0.9391 -0.9204 -0.3681
C 1.9152 -1.8404 -0.3696
C 0.6096 -3.3971 -1.6628
C 1.8323 -3.0244 -1.1070
H 2.8162 -1.6644 0.2198
H 2.7233 -3.6422 -1.1930
C -0.4514 -2.5166 -1.5180
H -1.4510 -2.7638 -1.8584
H 0.4675 -4.3390 -2.1923
V 1.0466 1.0958 0.4909
I 1.4521 2.1777 -1.8134
Cl 0.9994 -1.2865 2.7568
C 0.5205 0.3715 2.3672
H -0.5738 0.3717 2.4706
H 1.0045 1.0400 3.0948

Entry 4:
37
Properties=species:S:1:pos:R:3 method="wB97M-V/def2-TZVPD" e_above_lowest_ev=0.0000 homo_ev=-8.13 total_charge=0 orbital_gap_ev=8.4 smiles="CN(C)CCNc1nc(S(=O)(=O)c2ccccc2)c(Cl)s1" lumo_ev=0.3144
C 1.5068 -1.2840 -5.0819
N 1.2082 -0.2060 -4.1696
C -0.1799 0.1879 -4.2180
C 1.7811 -0.3465 -2.8545
C 1.3784 -1.5862 -2.0199
N -0.0232 -1.6219 -1.6603
C -0.5320 -0.7296 -0.8014
N 0.1617 0.0615 -0.0522
C -0.6196 0.8255 0.7435
S 0.0822 2.0016 1.9123
O -0.6236 3.2444 1.7666
O 1.5072 2.0047 1.7670
C -0.3674 1.2418 3.4727
C 0.1704 0.0043 3.7694
C -0.1975 -0.6231 4.9475
C -1.0967 -0.0070 5.8055
C -1.6271 1.2353 5.4959
C -1.2614 1.8668 4.3179
C -1.9574 0.6255 0.6343
Cl -3.1701 1.4044 1.5251
S -2.2916 -0.6007 -0.5736
H 0.9328 -2.2032 -4.8819
H 1.2734 -0.9578 -6.0955
H 2.5689 -1.5163 -5.0298
H -0.3673 0.9554 -3.4699
H -0.3858 0.6091 -5.2034
H -0.8854 -0.6430 -4.0560
H 1.5312 0.5439 -2.2747
H 2.8681 -0.3793 -2.9717
H 1.9541 -1.5594 -1.0928
H 1.6051 -2.5060 -2.5600
H -0.6692 -2.0577 -2.2994
H 0.8712 -0.4407 3.0801
H 0.2136 -1.5895 5.1970
H -1.3841 -0.4990 6.7228
H -2.3247 1.7104 6.1688
H -1.6505 2.8341 4.0406

Entry 5:
37
Properties=species:S:1:pos:R:3 method="wB97M-V/def2-TZVPD" e_above_lowest_ev=1.8812 homo_ev=-8.87 total_charge=0 orbital_gap_ev=9.4 smiles="CCCn1nnc(NC(=O)c2ccc(OCC)c(Cl)c2)n1" lumo_ev=0.5423
C 3.4354 2.0461 1.4522
C 3.0443 1.1773 0.2637
C 3.0703 -0.3099 0.6176
N 2.0481 -0.6142 1.5727
N 2.2648 -1.1485 2.7386
N 1.1239 -1.2834 3.3228
C 0.2013 -0.8079 2.4602
N -1.1260 -0.7915 2.7768
C -2.1760 -0.2453 2.0719
O -3.2576 -0.1176 2.5945
C -1.8680 0.1516 0.6720
C -2.0779 1.4604 0.2540
C -1.7481 1.8279 -1.0301
C -1.2261 0.9183 -1.9592
O -0.9696 1.4631 -3.1716
C 0.0241 0.9523 -4.0483
C 1.4110 0.9437 -3.4167
C -1.0936 -0.4109 -1.5424
Cl -0.5696 -1.7047 -2.5815
C -1.3996 -0.7785 -0.2422
N 0.7704 -0.3752 1.3402
H 4.4412 1.8055 1.7892
H 3.4060 3.0968 1.1771
H 2.7509 1.8945 2.2836
H 3.7343 1.3468 -0.5640
H 2.0366 1.4339 -0.0689
H 4.0193 -0.5972 1.0737
H 2.8952 -0.9133 -0.2785
H -1.3312 -1.0982 3.7213
H -2.4760 2.1860 0.9459
H -1.8806 2.8441 -1.3667
H -0.2409 -0.0422 -4.4169
H -0.0017 1.6513 -4.8889
H 2.1460 0.6496 -4.1604
H 1.4518 0.2416 -2.5879
H 1.6582 1.9361 -3.0464
H -1.2802 -1.8114 0.0473

Entry 6:
45
Properties=species:S:1:pos:R:3 method="wB97M-V/def2-TZVPD" homo_ev=-10.33 total_charge=0 orbital_gap_ev=10.7 smiles="NC(=O)OC[C@H]1CO1.O=C1OC[C@@H](F)O1.O=C1OC[C@@H](F)O1.O=C1OC[C@@H](F)O1" lumo_ev=0.3172
N -0.9615 2.3901 0.5103
C -0.0067 2.1986 -0.5123
O 0.0706 2.8733 -1.4929
O 0.8890 1.2027 -0.2489
C 0.3090 -0.1022 -0.2445
C 0.6738 -0.8200 1.0151
C 1.9790 -0.6100 1.6427
O 0.7087 -0.0918 2.2171
H -0.6197 1.9543 1.3624
H -1.8518 1.9658 0.2761
H -0.7776 -0.0361 -0.3016
H 0.6824 -0.6641 -1.1027
H 0.2443 -1.8173 1.0923
H 2.5620 0.2575 1.3625
H 2.4126 -1.3942 2.2472
O -2.4304 -1.8250 -0.9437
C -3.3890 -1.1339 -0.8715
O -3.3926 0.1365 -0.3835
C -4.6833 0.7126 -0.6230
C -5.5538 -0.5220 -0.7648
F -6.5499 -0.3524 -1.6586
O -4.6383 -1.4828 -1.2607
H -4.6651 1.2724 -1.5592
H -4.9625 1.3626 0.2003
H -5.9802 -0.8909 0.1695
O -2.2507 3.3678 -7.0417
C -1.5405 2.7638 -6.3135
O -1.7652 2.5601 -4.9949
C -0.7801 1.6501 -4.4976
C 0.3354 1.8125 -5.5088
F 1.0096 0.6587 -5.7314
O -0.3657 2.1776 -6.6816
H -1.1783 0.6337 -4.5328
H -0.4883 1.9130 -3.4858
H 1.0559 2.5950 -5.2662
O 4.0255 -3.0200 2.8198
C 4.2552 -2.7794 3.9561
O 3.6598 -1.8010 4.6762
C 4.0706 -1.9224 6.0395
C 5.3715 -2.6924 5.9081
F 5.5791 -3.5398 6.9407
O 5.1641 -3.4377 4.7242
H 3.3371 -2.5130 6.5904
H 4.1764 -0.9398 6.4880
H 6.2599 -2.0708 5.7836

Entry 7:
47
Properties=species:S:1:pos:R:3 method="wB97M-V/def2-TZVPD" homo_ev="-15.27 / -15.61" s_squared=0.891 spin_multiplicity=2 total_charge=+2 orbital_gap_ev="6.3 / 8.0" lumo_ev="-8.9582 / -7.5900"
V 0.0425 -0.0044 -0.5586
C -1.7895 4.0329 0.1797
N -1.4448 3.2632 1.3899
C -1.7379 3.9598 2.6558
C -0.8751 2.0991 1.3357
O -0.5830 1.5834 0.1945
C -0.4755 1.3217 2.5780
O -0.0843 0.0201 2.2156
C -0.9405 -1.0400 2.5760
C -1.2017 -1.8875 1.3478
O -0.6377 -1.5457 0.2466
N -1.9454 -2.9495 1.3955
C -2.1575 -3.8208 0.2236
C -2.5410 -3.4388 2.6529
H -2.8170 4.3732 0.2875
H -1.6855 3.4108 -0.6999
H -1.1239 4.8923 0.1204
H -2.8160 4.0727 2.7507
H -1.2721 4.9423 2.6134
H -1.3411 3.4227 3.5099
H -1.2792 1.3188 3.3157
H 0.3849 1.8268 3.0264
H -1.8895 -0.6836 2.9862
H -0.4620 -1.6617 3.3383
H -1.6626 -3.4033 -0.6440
H -3.2291 -3.8980 0.0539
H -1.7506 -4.8031 0.4570
H -2.7474 -2.6212 3.3366
H -1.8694 -4.1608 3.1156
H -3.4794 -3.9261 2.4042
F 0.6614 -1.9862 -2.7162
C 0.7832 -1.0193 -3.6489
F 1.9611 -0.4300 -3.4419
F 0.7790 -1.5691 -4.8434
C -0.3944 0.0016 -3.4621
O -0.7802 0.0214 -2.1080
C -1.6536 -0.4670 -4.2479
F -2.7174 0.2337 -3.8760
F -1.4739 -0.3312 -5.5514
F -1.8844 -1.7496 -3.9584
C 0.0495 1.4391 -3.8447
F 0.8893 1.8976 -2.8994
F -0.9809 2.2730 -3.8956
F 0.6747 1.4307 -5.0114
Se 4.6769 0.0244 -0.4639
C 3.0073 -0.0093 -0.3548
N 1.7903 -0.0340 -0.2715